(1)
49
Properties=species:S:1:pos:R:3:forces:R:3 method="wB97M-V/def2-TZVPD" orbital_gap_ev=6.0
C -0.46370 4.07483 1.04770 0.08 1.05 0.18
C -0.35188 4.21541 -0.58806 0.72 0.11 0.87
S -1.34276 2.87105 -1.51672 0.98 0.31 0.41
C -0.27464 1.33656 -1.64815 2.21 -0.58 -1.05
N -0.97656 0.03524 -1.32846 0.91 0.72 1.38
C -1.76601 0.08998 -0.03922 -0.87 -1.99 1.06
C -3.36504 0.01485 -0.46621 -0.63 1.47 -1.22
C -4.35865 0.78624 0.63361 0.18 -5.11 5.36
O -4.55000 0.15108 1.82091 0.85 5.20 -7.97
O -4.98871 2.10186 0.36692 -1.95 -2.70 -1.61
C -6.08075 1.98166 -0.61864 -0.67 -2.57 -5.47
C -7.50453 2.80374 -0.34116 1.70 0.90 0.40
O -6.02170 1.29038 -1.77068 0.30 4.06 7.62
C -1.48801 -1.29075 0.86264 1.36 -5.25 3.42
O -1.23364 -1.18001 2.19515 -1.01 0.70 -6.34
O -1.47236 -2.65405 0.30907 0.03 7.39 1.40
H 0.53595 4.49909 1.53597 -2.07 -1.07 -1.00
H -0.67045 2.97504 1.42550 0.43 2.39 -0.87
H -1.31646 4.82601 1.41054 1.70 -1.98 -0.67
H -0.83418 5.24571 -0.89874 1.01 -2.25 0.39
H 0.79077 4.20616 -0.89973 -2.49 -0.03 0.43
H 0.74611 1.44415 -1.03906 -2.15 0.20 -0.92
H 0.06837 1.25405 -2.78828 -0.77 0.22 2.41
H -0.22251 -0.70862 -1.22408 -1.50 1.13 -0.16
H -1.50306 0.98324 0.66941 -0.63 -1.65 -1.48
H -3.72122 -1.10508 -0.67457 0.85 2.50 1.04
H -3.46728 0.56086 -1.52226 0.17 -1.01 2.47
H -8.23028 2.14143 0.30349 1.59 1.39 -1.31
H -7.96793 3.13417 -1.36946 1.04 -1.14 2.05
H -7.19347 3.81358 0.21372 -0.90 -2.36 -0.89
C 1.98109 -1.60053 1.98583 0.48 -0.08 0.21
C 2.29653 -2.14949 0.60704 -1.10 0.15 0.08
N 3.68532 -2.60332 0.44203 1.00 -0.22 -0.62
C 4.53334 -3.11454 1.41519 -0.11 0.29 -0.70
C 5.71422 -3.41661 0.79572 -0.54 0.18 -0.34
N 5.55444 -3.10440 -0.54164 -0.31 0.05 0.17
C 4.31995 -2.62238 -0.74259 0.13 -0.16 1.20
C 6.55110 -3.27342 -1.59101 0.08 0.01 -0.33
H 2.67661 -0.80118 2.25939 0.00 -0.01 -0.06
H 0.96382 -1.19770 2.01099 -0.11 -0.24 -0.05
H 2.04630 -2.38396 2.74741 -0.15 0.09 -0.07
H 2.11464 -1.36760 -0.13954 0.17 -0.24 0.02
H 1.64292 -2.99675 0.37397 -0.04 0.19 0.04
H 4.19806 -3.19878 2.43464 0.16 -0.01 -0.04
H 6.65198 -3.81897 1.13898 -0.15 0.01 0.18
H 3.90552 -2.30564 -1.69291 0.09 -0.05 0.27
H 6.73150 -2.30636 -2.06761 0.06 -0.21 0.04
H 6.17096 -3.98574 -2.32817 0.17 0.11 0.09
H 7.48626 -3.65048 -1.16884 -0.29 0.10 0.00

***

(2)
43
Properties=species:S:1:pos:R:3:forces:R:3 method="wB97M-V/def2-TZVPD" orbital_gap_ev=9.2 smiles=CCc1cccc(OCCCCNCCOC)c1
C -5.15460 -2.60298 0.95373 0.13 -0.11 -0.11
H -6.11093 -2.21660 0.60895 -0.11 0.03 0.01
H -4.88446 -2.07754 1.86709 -0.02 0.04 0.10
H -5.26766 -3.66063 1.18118 -0.06 -0.09 0.07
C -4.08206 -2.39531 -0.11731 -0.16 0.04 0.15
C -3.93090 -0.93329 -0.43195 0.00 -0.04 -0.21
C -4.70793 -0.33893 -1.41419 0.00 -0.12 0.03
C -4.59375 1.01895 -1.66214 0.03 0.05 0.04
C -3.70744 1.78837 -0.93886 0.15 0.07 0.12
C -2.91687 1.20410 0.05192 -0.17 0.07 -0.15
C -3.03841 -0.15778 0.29821 0.19 0.13 0.19
H -2.44734 -0.64030 1.06214 0.10 -0.02 0.07
O -2.08983 2.06138 0.71707 -0.24 0.07 -0.25
C -1.14268 1.55710 1.63229 0.37 -0.36 0.27
C 0.04986 0.88575 0.94422 -0.22 0.43 -0.10
H 0.70120 0.47613 1.71810 -0.01 -0.09 0.07
C 0.80974 1.88358 0.07145 0.04 -0.30 -0.20
C 1.87704 1.22923 -0.80183 -0.10 0.23 0.08
N 3.00264 0.77527 -0.00478 -0.03 -0.19 0.26
H 2.67802 0.10271 0.68455 0.03 0.05 -0.06
C 4.05350 0.17250 -0.79954 0.28 -0.20 0.04
C 5.19984 -0.28295 0.09690 -0.15 0.16 -0.04
O 6.22524 -0.80672 -0.71300 -0.20 0.05 -0.16
C 7.34621 -1.22116 0.02191 0.02 -0.02 0.05
H 7.08581 -2.01486 0.73429 0.03 0.01 -0.02
H 7.79016 -0.38528 0.57744 0.01 -0.03 -0.02
H 8.06733 -1.60271 -0.69792 0.06 -0.02 0.08
H 4.84611 -1.05180 0.80457 0.02 0.06 -0.02
H 5.56774 0.57175 0.68422 -0.04 -0.08 -0.03
H 4.43149 0.92634 -1.49546 0.01 -0.06 -0.01
H 3.70673 -0.68881 -1.39664 0.05 0.11 0.02
H 2.26450 1.96929 -1.50871 -0.06 -0.07 -0.03
H 1.42340 0.41173 -1.39181 0.04 0.10 0.00
H 1.28755 2.63287 0.70392 0.01 0.11 0.00
H 0.09144 2.38930 -0.57628 0.00 0.05 0.01
H -0.30883 0.06376 0.32029 0.04 -0.09 0.05
H -0.79965 2.43864 2.18148 -0.05 -0.13 0.01
H -1.61638 0.87063 2.34572 0.00 0.12 -0.05
H -3.60580 2.84705 -1.11769 0.02 0.13 -0.02
H -5.19990 1.48020 -2.42784 -0.04 0.05 -0.06
H -5.40070 -0.93838 -1.98620 -0.07 -0.08 -0.07
H -4.36624 -2.93968 -1.01999 0.09 -0.01 -0.01
H -3.13321 -2.80091 0.24051 0.01 -0.02 -0.09

***

(3)
45
Properties=species:S:1:pos:R:3:forces:R:3 method="wB97M-V/def2-TZVPD" orbital_gap_ev=8.6 smiles=CCOc1ccc(OCCOCCNCCOC)cc1
C 5.33229 2.50013 2.38568 -0.23 -0.18 -0.30
C 4.79807 2.16983 0.99448 0.27 0.29 0.13
O 3.99238 1.01124 0.97952 -0.17 -0.21 0.01
C 2.72925 1.05967 1.50444 -0.14 -0.25 0.00
C 2.07646 -0.16575 1.61458 0.30 0.28 -0.06
C 0.78827 -0.25426 2.10496 -0.25 0.01 0.13
C 0.11549 0.89749 2.49823 0.07 0.19 0.00
C 0.76424 2.12374 2.38662 -0.25 -0.23 0.05
C 2.05407 2.21020 1.89838 0.24 0.01 -0.11
H 2.51357 3.18363 1.82889 0.08 0.07 0.00
H 0.23829 3.01367 2.69483 -0.06 0.10 0.04
O -1.15207 0.94044 3.01275 0.27 0.32 -0.02
C -1.90924 -0.24443 3.09854 -0.29 -0.39 -0.21
C -2.35478 -0.78871 1.73272 0.03 0.32 0.21
O -1.71784 -2.03331 1.50111 0.07 -0.04 0.18
C -1.85565 -2.51423 0.18570 0.30 -0.01 -0.29
C -0.97446 -1.77450 -0.83569 -0.31 -0.25 0.22
N -1.56175 -0.50494 -1.24240 0.39 0.20 -0.19
H -0.83349 0.14768 -1.51296 -0.05 -0.04 0.11
C -2.56124 -0.57688 -2.28718 -0.01 0.10 -0.39
C -2.00730 -0.81213 -3.70021 0.04 -0.05 0.26
O -3.08915 -0.83272 -4.59939 -0.10 0.04 0.23
C -2.69713 -1.04401 -5.93025 0.04 -0.01 -0.06
H -2.02459 -0.24985 -6.27904 -0.03 -0.03 -0.01
H -3.60645 -1.03742 -6.52738 0.06 -0.02 -0.08
H -2.18878 -2.00975 -6.04835 -0.02 0.03 -0.02
H -1.45820 -1.76681 -3.74931 -0.01 0.12 0.00
H -1.30329 -0.00490 -3.96620 -0.05 -0.08 0.04
H -3.11341 0.36678 -2.29350 -0.10 -0.11 -0.06
H -3.26653 -1.37568 -2.05266 -0.07 0.05 -0.02
H -0.79617 -2.44945 -1.68616 0.05 -0.01 0.05
H -0.01462 -1.56696 -0.35859 0.00 -0.07 -0.05
H -2.90866 -2.47224 -0.12303 0.01 -0.07 -0.02
H -1.54271 -3.56048 0.23505 -0.09 0.04 -0.10
H -2.08785 -0.07323 0.94690 -0.13 -0.05 0.22
H -3.44455 -0.93490 1.71278 0.07 0.01 -0.01
H -1.36049 -1.03212 3.62858 -0.04 0.05 0.01
H -2.77725 0.04153 3.69648 0.11 -0.08 -0.05
H 0.31540 -1.22049 2.16885 -0.07 -0.07 0.00
H 2.60493 -1.05452 1.30573 0.06 -0.11 -0.03
H 4.25759 3.02662 0.57202 0.05 -0.10 -0.02
H 5.62980 1.92807 0.32622 -0.14 0.11 0.04
H 5.89585 1.65509 2.77316 0.07 -0.05 0.05
H 5.98527 3.36709 2.33262 0.07 0.11 0.03
H 4.51646 2.71180 3.07251 -0.01 0.05 0.09

***

Looking at HOMO level for the records above, in order, we have -0.247 -0.308 -0.284 hartree.
Looking at max |F| for the records above, in order, we have 9.55 0.58 0.53 eV Å⁻¹.